# C5H11NO2

A 3-piece molecular cluster, C5H11NO2 overall in a non-equilibrium geometry (ωB97M-V with the def2-TZVPD basis set, the OMol25 dataset).

Last column: natural (NBO) charge in e.
CARTESIAN COORDINATES (ANGSTROEM)
N (0.021, 2.072, 1.137)  -0.352
C (0.371, -1.081, 2.004)  -0.423
C (0.204, -1.921, 0.971)  -0.352
C (-2.023, 1.321, 0.056)  -0.069
C (-0.651, 1.508, 0.124)  0.089
C (0.211, 0.927, -0.934)  -0.156
O (-0.475, 0.012, -1.834)  -0.714
H (0.825, 2.653, 0.831)  0.369
H (0.708, -1.399, 3.019)  0.203
H (0.147, 0.028, 1.902)  0.184
H (0.278, -1.560, -0.075)  0.249
H (0.042, -3.005, 1.094)  0.203
H (-2.533, 0.814, -0.769)  0.249
H (-2.669, 1.732, 0.820)  0.209
H (0.637, 1.760, -1.544)  0.198
H (1.049, 0.326, -0.457)  0.258
H (2.089, -1.983, -2.450)  0.440
H (0.207, -0.685, -2.072)  0.532
O (1.559, -1.517, -1.824)  -1.115

Cartesian forces (eV/Å) of the 6 atoms listed first:
-2.6 0.9 -0.8
-0.2 0.6 0.4
0.0 0.4 0.0
-0.4 -0.3 0.9
1.2 0.0 0.9
1.5 -1.9 -3.0

## Properties
- LUMO energy: -4.6 eV
- Maximum force: 3.9 eV/A
- Energy above the lowest of the compared OMol25 structures with the same formula, charge and spin: 9.3373 eV
- Total charge: 0
- Kohn-Sham gap: 3.387 eV
- E: -402.0350 a.u.

=====

# C5H11NO2

C5H11NO2 as an isolated structure in a non-equilibrium geometry (ωB97M-V with the def2-TZVPD basis set, the OMol25 dataset).

Last column: natural (NBO) charge in e.
CARTESIAN COORDINATES (ANGSTROEM)
C (2.092, 0.263, 0.825)  -0.250
C (1.057, 1.203, 0.740)  -0.116
N (-0.184, 0.349, 0.838)  -0.463
C (0.177, -0.920, 0.673)  0.271
C (1.494, -1.035, 1.031)  -0.315
C (-0.878, -1.825, 0.242)  -0.683
H (3.109, 0.350, 0.647)  0.256
H (1.102, 2.273, 1.061)  0.282
H (-1.107, 0.596, 0.442)  0.478
H (2.053, -1.790, 1.697)  0.250
H (-1.443, -1.429, -0.584)  0.305
H (-1.576, -1.943, 1.112)  0.247
H (-0.566, -2.905, -0.145)  0.228
H (1.648, 0.760, -0.250)  0.369
H (-0.362, 1.539, -3.209)  0.458
O (-0.200, 1.242, -2.295)  -1.024
H (-3.094, 1.082, -0.389)  0.445
H (-1.114, 1.396, -1.860)  0.529
O (-2.208, 0.795, -0.575)  -1.268

Cartesian forces (eV/Å) of the 6 atoms listed first:
-1.2 -3.0 2.4
-3.7 -0.6 1.3
4.4 2.8 -1.1
-0.2 0.2 1.7
3.2 -0.8 0.5
-0.6 -3.9 0.3

## Properties
- LUMO energy: 0.3 eV
- Maximum force: 5.3 eV/A
- Energy above the lowest of the compared OMol25 structures with the same formula, charge and spin: 5.5978 eV
- Total charge: 0
- Kohn-Sham gap: 8.310 eV
- E: -402.1724 a.u.

=====

# C5H11NO2

A 3-piece molecular cluster, C5H11NO2 overall in a non-equilibrium geometry (ωB97M-V with the def2-TZVPD basis set, the OMol25 dataset).

Last column: natural (NBO) charge in e.
CARTESIAN COORDINATES (ANGSTROEM)
C (-1.109, -0.212, 1.933)  0.348
C (0.949, -0.804, -2.650)  -0.427
C (-0.357, 1.685, -0.368)  -0.710
N (1.552, -0.708, -1.339)  -0.780
C (-0.045, 0.333, 0.050)  0.164
C (0.375, -0.798, 0.294)  -0.048
O (-0.805, 0.876, 2.744)  -0.735
O (-0.882, -1.434, 2.558)  -0.754
H (-1.393, -1.477, 3.383)  0.482
H (0.126, 0.807, 2.996)  0.475
H (-2.138, -0.086, 1.587)  0.126
H (2.200, 0.077, -1.294)  0.325
H (0.525, -1.804, 0.614)  0.267
H (0.169, -1.572, -2.632)  0.183
H (0.483, 0.124, -3.033)  0.139
H (1.682, -1.116, -3.411)  0.187
H (0.458, 2.369, -0.127)  0.249
H (-0.534, 1.707, -1.447)  0.254
H (-1.258, 2.035, 0.141)  0.253

Cartesian forces (eV/Å) of the 6 atoms listed first:
-0.5 0.9 0.1
-0.2 0.1 0.1
-0.1 0.2 -0.1
0.2 -0.7 0.6
-1.4 -0.4 2.4
2.0 0.0 -3.3

## Properties
- LUMO energy (spin up / spin down): 0.7 / 0.6 eV
- Maximum force: 3.8 eV/A
- Energy above the lowest of the compared OMol25 structures with the same formula, charge and spin: 7.8937 eV
- Total charge: 0
- Kohn-Sham gap (spin up / spin down): 6.967 / 7.421 eV
- E: -402.0881 a.u.

=====

# C5H11NO3

A 2-piece molecular cluster, C5H11NO3 overall in a non-equilibrium geometry (ωB97M-V with the def2-TZVPD basis set, the OMol25 dataset).

Last column: natural (NBO) charge in e.
CARTESIAN COORDINATES (ANGSTROEM)
C (1.575, -0.342, -2.048)  -0.653
C (0.885, 0.477, -1.243)  0.612
O (1.554, 1.359, -0.422)  -0.698
O (-0.480, 0.521, -1.127)  -0.511
C (-1.261, -0.411, -1.863)  -0.251
H (1.097, -1.058, -2.706)  0.218
H (2.659, -0.330, -2.079)  0.207
H (2.503, 1.312, -0.628)  0.502
H (-2.313, -0.227, -1.627)  0.210
H (-1.024, -1.438, -1.566)  0.187
H (-1.127, -0.272, -2.940)  0.187
C (0.049, -0.936, 2.097)  -0.715
C (-0.965, 0.146, 2.339)  0.670
N (-0.642, 1.369, 1.836)  -0.825
O (-2.016, -0.043, 2.941)  -0.628
H (-0.311, -1.595, 1.302)  0.232
H (1.016, -0.518, 1.807)  0.215
H (0.188, -1.509, 3.017)  0.242
H (-1.373, 2.067, 1.873)  0.393
H (-0.014, 1.430, 1.036)  0.407

Cartesian forces (eV/Å) of the 6 atoms listed first:
-0.4 -0.2 -0.2
0.4 -0.9 -0.8
-1.3 -0.1 -0.2
1.4 0.9 0.7
-0.1 -0.2 -0.1
0.0 0.2 0.1

## Properties
- LUMO energy: 0.5 eV
- Maximum force: 1.8 eV/A
- Energy above the lowest of the compared OMol25 structures with the same formula, charge and spin: 1.4100 eV
- Total charge: 0
- Kohn-Sham gap: 9.687 eV
- E: -477.5737 a.u.
- SMILES string: C=C(O)OC.CC(N)=O

=====

# C5H11NO3

A 2-piece molecular cluster, C5H11NO3 overall in a non-equilibrium geometry (ωB97M-V with the def2-TZVPD basis set, the OMol25 dataset).

Last column: natural (NBO) charge in e.
CARTESIAN COORDINATES (ANGSTROEM)
C (-0.712, 1.899, -0.274)  -0.260
O (-0.033, 0.829, -0.889)  -0.662
C (1.676, 0.534, -0.668)  0.961
N (2.039, 1.067, 0.542)  -0.897
O (2.356, 0.542, -1.651)  -0.578
H (-1.216, 1.538, 0.634)  0.162
H (-1.437, 2.326, -0.973)  0.190
H (-0.040, 2.718, 0.015)  0.166
H (2.889, 1.611, 0.539)  0.416
H (1.328, 1.240, 1.235)  0.403
C (-0.769, -0.965, 1.410)  -0.583
C (-0.513, -1.069, 0.091)  0.426
C (-1.361, -1.849, -0.861)  -0.681
O (0.968, -1.221, -0.280)  -0.676
H (-0.146, -0.376, 2.071)  0.195
H (-1.713, -1.311, 1.807)  0.220
H (-1.255, -1.485, -1.882)  0.245
H (-1.123, -2.914, -0.825)  0.230
H (-2.414, -1.775, -0.581)  0.226
H (1.476, -1.337, 0.540)  0.496

Cartesian forces (eV/Å) of the 6 atoms listed first:
0.7 -0.1 0.0
1.7 -0.2 -0.3
-1.4 2.9 -1.6
-0.3 -0.8 0.2
-1.0 -0.8 1.1
-0.2 0.1 0.0

## Properties
- LUMO energy: 0.7 eV
- Maximum force: 3.7 eV/A
- Energy above the lowest of the compared OMol25 structures with the same formula, charge and spin: 4.3413 eV
- Total charge: 0
- Kohn-Sham gap: 9.486 eV
- E: -477.4659 a.u.
- SMILES string: COC(N)=O.C=C(C)O

=====

# C5H11NO3

C5H11NO3 as an isolated structure in a non-equilibrium geometry (ωB97M-V with the def2-TZVPD basis set, the OMol25 dataset).

Last column: natural (NBO) charge in e.
CARTESIAN COORDINATES (ANGSTROEM)
C (0.888, 1.491, 0.689)  0.298
C (-1.136, 0.694, -0.383)  -0.505
C (-1.816, 0.413, 0.940)  -0.654
O (1.691, 1.757, -0.238)  -0.602
H (1.642, 0.841, -1.115)  0.492
H (0.977, 0.566, 1.264)  0.166
H (0.269, 2.295, 1.087)  0.156
H (-1.043, 1.741, -0.666)  0.209
H (-1.774, 0.295, -1.165)  0.232
H (-1.865, -0.652, 1.165)  0.248
H (-2.859, 0.738, 0.901)  0.220
H (-1.352, 0.890, 1.804)  0.184
C (0.332, -1.641, -0.226)  0.599
N (1.590, -1.739, 0.287)  -0.841
C (0.181, -0.577, -1.299)  0.150
O (-0.598, -2.346, 0.118)  -0.623
O (1.264, -0.018, -1.787)  -0.736
H (2.356, -1.338, -0.231)  0.410
H (1.776, -2.500, 0.920)  0.404
H (-0.523, -0.909, -2.064)  0.191

Cartesian forces (eV/Å) of the 6 atoms listed first:
1.5 0.6 -0.9
0.2 -1.5 -1.5
0.0 -0.2 0.2
-1.0 0.3 1.5
-0.6 -1.9 -1.2
-0.2 -0.1 -0.2

## Properties
- LUMO energy (spin up / spin down): -0.1 / -0.1 eV
- Maximum force: 2.3 eV/A
- Energy above the lowest of the compared OMol25 structures with the same formula, charge and spin: 3.8455 eV
- Total charge: 0
- Kohn-Sham gap (spin up / spin down): 8.793 / 8.793 eV
- E: -477.4842 a.u.

=====

# C5H11NO3S

C5H11NO3S as an isolated structure in a non-equilibrium geometry (ωB97M-V with the def2-TZVPD basis set, the OMol25 dataset).

Last column: natural (NBO) charge in e.
CARTESIAN COORDINATES (ANGSTROEM)
C (-1.984, 1.401, -1.257)  0.316
C (0.889, 0.167, 0.036)  0.353
C (0.987, -0.242, 1.494)  -0.697
C (1.618, 1.500, -0.141)  -0.654
C (0.233, -1.856, -1.057)  -0.455
N (0.661, -0.507, -1.010)  -0.460
O (-2.679, -1.291, 1.210)  -0.877
O (-4.566, -0.624, -0.139)  -0.874
O (-2.417, 0.972, -0.228)  -0.532
S (-3.230, -1.150, -0.081)  1.701
H (-1.321, 2.309, -1.468)  0.151
H (-2.171, 0.729, -2.203)  0.118
H (1.122, 0.698, 2.111)  0.219
H (1.927, -0.734, 1.588)  0.231
H (0.251, -0.860, 1.840)  0.236
H (1.372, 1.937, -1.046)  0.212
H (2.676, 1.345, -0.069)  0.229
H (1.116, 2.047, 0.543)  0.204
H (0.869, -2.578, -0.592)  0.194
H (-0.775, -2.160, -0.603)  0.188
H (0.236, -2.243, -2.028)  0.198

Cartesian forces (eV/Å) of the 6 atoms listed first:
0.5 -1.5 -2.9
2.0 -0.3 -0.2
1.2 2.7 -0.7
-0.8 -2.6 -1.0
-1.8 -1.4 1.8
-0.5 0.7 -0.2

## Properties
- LUMO energy: 0.0 eV
- Maximum force: 3.8 eV/A
- Energy above the lowest of the compared OMol25 structures with the same formula, charge and spin: 2.9445 eV
- Total charge: 0
- Kohn-Sham gap: 9.239 eV
- E: -875.6668 a.u.

=====

# C5H11NO4

A 2-piece molecular cluster, C5H11NO4 overall in a non-equilibrium geometry (ωB97M-V with the def2-TZVPD basis set, the OMol25 dataset).

Last column: natural (NBO) charge in e.
CARTESIAN COORDINATES (ANGSTROEM)
C (-1.501, 0.058, -0.179)  0.195
C (-0.098, -1.454, -0.416)  -0.130
C (1.212, -0.667, -0.326)  0.032
C (1.011, 0.914, -0.362)  0.016
C (-0.462, 1.096, 0.352)  0.063
H (-3.112, -0.868, 0.493)  0.371
H (-1.941, -1.040, 1.547)  0.366
H (-2.133, 0.672, -0.650)  0.205
H (-0.380, -1.440, 0.794)  0.161
H (0.069, -2.585, -0.811)  0.214
H (1.702, -1.359, -1.270)  0.206
H (2.939, -0.466, 0.914)  0.473
H (0.834, 1.006, -1.491)  0.174
H (3.114, 0.737, -0.966)  0.404
H (-0.413, 0.777, 1.289)  0.176
H (-0.655, 3.096, 0.627)  0.467
N (-2.242, -0.420, 0.869)  -0.834
O (-1.131, -0.834, -1.158)  -0.493
O (2.201, -1.184, 0.911)  -0.770
O (2.150, 1.701, -0.098)  -0.616
O (-1.164, 2.262, -0.069)  -0.680

Cartesian forces (eV/Å) of the 6 atoms listed first:
0.9 1.3 -0.1
0.5 -3.5 3.0
3.5 -2.5 -1.1
-1.7 -2.4 -2.7
1.2 0.0 -6.0
1.0 0.9 0.6

## Properties
- LUMO energy: -1.5 eV
- Maximum force: 7.7 eV/A
- Energy above the lowest of the compared OMol25 structures with the same formula, charge and spin: 10.8268 eV
- Total charge: 0
- Kohn-Sham gap: 8.253 eV
- E: -552.4810 a.u.